# 1
The ion C2H6N3S with charge +1. Source: the OMol25 dataset; level of theory: wB97M-V/def2-TZVPD.

Output
LUMO level (alpha / beta) = -5.34 / -5.16 eV
HOMO (alpha / beta) = -13.0 / -13.2 eV
Total charge = +1
HOMO-LUMO gap (alpha / beta) = 7.662 / 8.086 eV

```
12
Properties=species:S:1:pos:R:3:forces:R:3:lowdin_charge:R:1
C 0.622602 0.065260 0.280027 -2.173 -1.404 -0.544 -0.12
C -1.556651 -0.042173 -0.809199 1.817 -1.900 1.412 -0.34
N -0.180176 0.464664 -0.679465 3.908 2.737 -0.155 -0.02
N -0.812732 -1.783992 0.901586 -0.459 2.745 -0.807 -0.30
N 1.788933 0.331215 0.767066 -2.606 -2.273 0.061 0.22
S -1.472333 -1.891472 -0.573530 0.778 0.015 0.070 0.93
H -2.058818 0.201793 0.075571 -1.179 1.006 0.911 0.06
H -1.960989 0.273998 -1.711936 -0.943 0.336 -1.475 0.08
H 0.266833 1.347536 -1.226142 -2.145 -2.616 0.968 0.25
H -0.234551 -2.469362 1.338349 0.175 -1.355 -0.345 0.02
H 2.309172 1.092149 0.575195 2.227 3.284 -0.967 0.09
H 2.013756 -0.181486 1.580214 0.601 -0.575 0.869 0.13
```
Positions in Å, forces in eV/Å.

# 2
The ion C2H6N3S with charge +1. Source: the OMol25 dataset; level of theory: wB97M-V/def2-TZVPD.

Output
LUMO level = -3.77 eV
HOMO = -13.6 eV
Total charge = +1
HOMO-LUMO gap = 9.831 eV

```
12
Properties=species:S:1:pos:R:3:forces:R:3:lowdin_charge:R:1
N 1.270427 -1.059230 0.784992 0.514 0.086 0.367 0.04
C 0.267830 -0.870686 -0.149386 0.127 -3.674 -2.196 -0.60
N 0.385603 0.414533 -0.803339 -0.228 0.329 -0.185 0.06
C -0.521888 1.322339 -0.507078 -0.141 -0.078 0.029 -0.15
N -1.538683 0.883796 0.185504 -0.069 0.110 -0.016 -0.25
S -1.528538 -0.808560 0.494156 0.545 -0.114 -0.392 1.00
H 1.279392 -0.443852 1.588240 -0.075 -0.034 -0.024 0.10
H 1.489174 -2.012828 1.028292 -0.024 0.000 -0.058 0.10
H 0.405786 -1.855448 -1.005237 -0.790 3.110 2.524 0.22
H 1.226889 0.620689 -1.323467 -0.011 0.104 0.067 0.17
H -0.432834 2.354650 -0.813426 -0.002 0.028 -0.017 0.17
H -2.303158 1.454597 0.520751 0.155 0.133 -0.100 0.14
```
Positions in Å, forces in eV/Å.

# 3
A cluster of 3 separate species, C2H6N3S2 in total. Source: the OMol25 dataset; level of theory: wB97M-V/def2-TZVPD.

Output
LUMO level = -7.13 eV
HOMO = -11.0 eV
Total charge = +1
HOMO-LUMO gap = 3.862 eV

```
13
Properties=species:S:1:pos:R:3:forces:R:3:lowdin_charge:R:1
C -0.651412 3.000215 -0.899522 5.822 0.636 2.792 0.07
C 0.492355 3.238046 -0.424208 -4.754 -0.680 -1.916 -0.31
N -1.435963 -2.671694 0.825864 -1.090 0.716 -1.071 0.21
N 1.551355 3.723374 0.201609 1.992 -0.246 1.236 0.02
N -2.084008 -1.740339 0.511584 1.396 -1.985 2.380 -0.62
S -2.912757 -0.554899 0.699618 -1.690 2.280 -0.748 1.12
S 1.157200 -3.762434 -0.641119 0.251 2.862 -2.551 0.70
H -1.430399 2.805391 -1.530568 -1.515 -0.189 -1.153 -0.04
H -0.573306 -2.760567 0.259167 1.441 -1.025 -0.633 -0.01
H 1.329081 4.346332 1.015817 0.804 -1.030 -1.200 0.13
H 2.490428 3.191136 0.171796 -2.411 1.410 0.268 0.15
H 1.517751 -3.946303 0.546326 0.905 -0.576 2.703 -0.22
H 0.549675 -4.868258 -0.736364 -1.152 -2.172 -0.107 -0.20
```
Positions in Å, forces in eV/Å.

# 4
A structure of composition C2H6N4O2. Source: the OMol25 dataset; level of theory: wB97M-V/def2-TZVPD.

Output
LUMO level = 0.10 eV
HOMO = -9.6 eV
Total charge = 0
HOMO-LUMO gap = 9.703 eV

```
14
Properties=species:S:1:pos:R:3:forces:R:3:lowdin_charge:R:1
C -0.664770 0.608762 -0.145938 -1.456 -2.416 0.666 -0.42
C 2.153065 -0.523827 -0.151653 -2.390 -1.737 3.954 -0.17
H -1.591275 -1.796749 0.456869 -4.581 2.081 -3.141 0.29
H -2.697616 0.741731 0.349101 -0.682 0.718 0.202 0.11
H -0.566264 2.337744 0.298077 -3.331 4.832 1.502 0.00
H 0.993576 0.885405 -0.917867 1.976 -1.564 -1.721 0.13
H 3.235239 -0.580257 -0.737802 -2.731 0.294 2.462 0.16
H 0.776106 -0.772197 1.385553 0.377 0.301 -0.798 0.00
N -1.948508 0.103087 0.268258 0.681 1.215 -0.047 -0.03
N 0.053774 1.679818 0.136962 0.918 -6.690 -2.508 0.16
N 1.146479 -0.250937 -1.212473 1.620 3.243 1.586 -0.06
N 1.788472 -0.769048 1.203246 3.351 0.716 -6.357 0.05
O -2.515231 -1.171564 -0.157127 6.065 -1.205 3.306 -0.10
O -0.163053 -0.491972 -0.775207 0.183 0.211 0.895 -0.12
```
Positions in Å, forces in eV/Å.

# 5
The molecule C2H6N4O2. Source: the OMol25 dataset; level of theory: wB97M-V/def2-TZVPD.

Output
LUMO level = 0.90 eV
HOMO = -8.7 eV
Total charge = 0
HOMO-LUMO gap = 9.605 eV

```
14
Properties=species:S:1:pos:R:3:forces:R:3:lowdin_charge:R:1
C -1.056609 -0.078169 0.402732 1.291 0.346 -2.943 -0.06
C -0.095664 -0.566919 1.159983 -0.111 0.653 -1.633 -0.18
N -1.002971 0.248961 -1.035455 -2.105 -1.474 2.833 0.03
N 1.165757 0.933097 -1.259696 0.872 0.295 -0.077 0.17
N 1.165587 -0.932491 0.842943 3.433 1.018 -0.211 -0.06
N 0.128452 0.609415 -1.625562 -0.213 0.559 -0.927 -0.36
O 2.066791 -0.782356 2.007216 0.045 -3.570 -0.085 -0.11
O -0.420398 0.728056 -3.048937 -1.172 -0.816 0.692 -0.02
H -2.033945 -0.056858 0.754782 -1.468 0.247 0.533 0.08
H -0.435824 -0.841364 2.072848 -0.517 -0.723 3.033 0.09
H -1.546783 -0.407026 -1.595539 0.277 0.573 -0.113 0.15
H 1.668249 -0.270654 0.189433 -1.291 -0.987 0.401 0.09
H 2.402427 -1.766372 2.128759 -0.944 3.052 -0.282 0.14
H 0.320604 1.072608 -3.484906 1.902 0.826 -1.222 0.03
```
Positions in Å, forces in eV/Å.

# 6
The molecule C2H6N4O2. Source: the OMol25 dataset; level of theory: wB97M-V/def2-TZVPD.

Output
LUMO level = 0.47 eV
HOMO = -9.6 eV
Total charge = 0
HOMO-LUMO gap = 10.033 eV

```
14
Properties=species:S:1:pos:R:3:forces:R:3:lowdin_charge:R:1
H -2.174265 -0.336421 0.564239 -0.329 0.916 0.888 0.04
N -1.934876 -0.637274 -0.346148 -1.633 -1.655 -0.984 0.18
C -0.714139 -0.594613 -0.571088 -0.686 1.600 2.761 -0.56
N -0.138722 -1.028585 -1.674918 2.287 -0.524 -1.872 0.14
N 0.128651 0.157817 0.300631 1.269 -0.208 -1.150 -0.04
N 0.891492 1.207767 -0.336368 -1.166 -0.001 0.971 0.09
C 0.193400 0.004254 1.683431 1.315 0.409 0.074 -0.58
O -0.162306 -0.924686 2.349682 -0.809 -0.225 -0.649 0.12
O 0.882493 1.008165 2.221200 -0.155 -0.199 1.399 0.13
H -0.751475 -1.374933 -2.360126 -0.963 -0.517 -0.705 0.09
H 0.661969 -1.626817 -1.547416 0.220 0.164 0.016 0.12
H 0.306266 1.620419 -1.059194 0.102 -0.029 0.237 0.11
H 1.739952 0.884065 -0.762582 0.240 -0.568 -0.132 0.09
H 1.071559 1.640844 1.538659 0.309 0.836 -0.853 0.07
```
Positions in Å, forces in eV/Å.

# 7
A cluster of 2 separate species, C2H6N4O2 in total. Source: the OMol25 dataset; level of theory: wB97M-V/def2-TZVPD.

Output
LUMO level = -0.11 eV
HOMO = -9.6 eV
Total charge = 0
HOMO-LUMO gap = 9.475 eV

```
14
Properties=species:S:1:pos:R:3:forces:R:3:lowdin_charge:R:1
C -1.614869 -0.281301 -0.028506 5.176 -5.165 -3.628 -0.54
C 1.893799 -0.225533 -0.156871 1.769 2.200 0.535 -0.61
H -3.429959 -0.046029 -0.312714 0.881 1.700 0.087 0.14
H -2.652060 1.360839 0.630827 -0.177 -2.644 -2.949 0.19
H -0.750698 -1.821979 -0.583787 3.130 -1.974 0.564 -0.02
H 1.047557 -1.025015 1.447210 -1.155 0.189 -3.516 0.23
H 1.341772 2.027247 0.278540 2.182 -3.903 -3.504 0.25
H 3.125284 1.174351 -0.579196 -4.787 0.705 -0.348 0.19
N -2.590598 0.597519 -0.228400 -2.319 3.082 4.163 0.11
N -1.541723 -1.339151 -0.765549 -4.599 2.659 0.520 0.14
N 0.700438 -0.726807 0.400387 2.385 -3.493 3.800 -0.01
N 1.886628 1.130093 -0.629886 2.848 1.900 3.424 0.02
O -0.396111 0.015647 0.658975 -2.055 4.265 0.953 -0.09
O 2.980534 -0.839885 -0.131036 -3.279 0.479 -0.101 0.01
```
Positions in Å, forces in eV/Å.

# 8
The molecule C2H6N4O2. Source: the OMol25 dataset; level of theory: wB97M-V/def2-TZVPD.

Output
LUMO level = 0.46 eV
HOMO = -8.8 eV
Total charge = 0
HOMO-LUMO gap = 9.259 eV

```
14
Properties=species:S:1:pos:R:3:forces:R:3:lowdin_charge:R:1
C 3.089431 0.109095 -0.089309 0.907 0.549 0.735 -0.05
N 1.895465 0.313489 0.302597 2.172 1.209 -0.913 -0.10
N 1.079987 -0.722317 -0.074271 0.955 0.026 1.457 0.05
C -0.085172 -0.237960 -0.083043 -1.388 -0.348 -1.576 -0.55
N -1.038426 -1.075187 -0.546748 -1.201 0.593 -0.198 -0.01
O -1.931983 -1.101289 0.557388 -3.857 0.569 -2.525 -0.07
N -0.496087 1.020709 0.165431 1.240 3.356 4.068 -0.03
O -1.875239 1.505322 -0.176839 4.323 1.321 -3.385 -0.12
H 3.864159 0.949700 -0.121557 -1.176 -1.409 0.493 0.08
H 3.323524 -0.945107 -0.289965 0.415 0.484 -0.741 0.06
H -0.626991 -1.951111 -0.600412 0.773 -2.211 -0.325 0.10
H -2.688465 -0.712172 -0.040892 1.203 -1.017 2.810 0.15
H -0.008538 1.329761 1.219647 -2.385 -0.470 -4.135 0.24
H -1.518045 2.113002 -1.106169 -1.980 -2.650 4.234 0.23
```
Positions in Å, forces in eV/Å.

# 9
A cluster of 3 separate species, C2H6N4O2 in total. Source: the OMol25 dataset; level of theory: wB97M-V/def2-TZVPD.

Output
LUMO level (alpha / beta) = 0.44 / -2.44 eV
Spin multiplicity = 3
HOMO (alpha / beta) = -5.0 / -10.2 eV
Total charge = 0
HOMO-LUMO gap (alpha / beta) = 5.477 / 7.793 eV

```
14
Properties=species:S:1:pos:R:3:forces:R:3:mulliken_spin:R:1
C 0.696262 0.142180 -0.481718 -1.317 -1.614 0.933 0.56
C 1.556677 2.519266 1.413361 -0.514 1.119 -2.531 0.09
N 1.437090 -0.495925 -1.190388 3.529 -1.882 -0.862 0.40
N -2.038935 -2.668740 -1.449630 -0.028 -3.007 -0.788 0.00
N -0.082544 0.848429 0.164864 -2.198 4.994 1.563 0.49
N -0.854111 0.750132 1.359198 1.712 -2.659 -0.979 0.50
O 1.299180 3.062284 0.416874 0.594 0.380 0.795 -0.02
O 1.777373 1.923304 2.362461 0.493 -0.821 1.844 -0.04
H 2.318289 -0.113036 -1.644412 -1.453 0.180 -0.470 0.12
H -1.276422 -3.029806 -0.925277 0.556 0.361 2.082 0.00
H -1.954601 -1.712251 -1.549412 0.403 2.474 0.030 0.00
H -1.594139 -3.059021 -2.272449 -0.915 0.191 -1.315 0.00
H -0.979654 1.643694 1.784359 -0.290 0.937 -0.458 -0.04
H -0.304465 0.189487 2.012165 -0.571 -0.651 0.157 -0.05
```
Positions in Å, forces in eV/Å.

# 10
The molecule C2H6N4S. Source: the OMol25 dataset; level of theory: wB97M-V/def2-TZVPD.

Output
LUMO level = 0.17 eV
HOMO = -8.5 eV
Total charge = 0
HOMO-LUMO gap = 8.620 eV

```
13
Properties=species:S:1:pos:R:3:forces:R:3:lowdin_charge:R:1
C 2.119017 -0.655871 -0.789400 3.076 0.963 -0.489 -0.08
N 1.629442 -0.970919 0.304727 2.287 -2.071 1.729 -0.09
N 0.442565 -0.760585 0.756801 -2.616 1.045 -0.976 -0.02
C -0.535148 -0.057287 0.000384 -3.121 -4.552 2.806 -0.90
S -2.155728 -0.423161 -0.149429 0.406 -0.970 -0.032 0.60
N -0.163236 1.082489 -0.368011 2.936 3.174 -0.442 -0.17
N 0.748756 1.810515 0.322546 2.294 1.969 3.587 -0.02
H 3.239814 -0.804005 -0.819529 -1.459 -0.161 -0.567 0.09
H 1.653392 0.003926 -1.468962 -0.535 0.437 -1.225 0.05
H 0.221854 -1.411478 1.466401 -0.994 -0.389 0.514 0.13
H -0.739860 1.617662 -0.920806 -1.641 1.121 -1.449 0.10
H 0.299559 2.242237 1.398467 1.999 -2.278 -4.035 0.21
H 1.710997 1.270670 0.356936 -2.633 1.712 0.578 0.10
```
Positions in Å, forces in eV/Å.

Calculated values (eV Å⁻¹) of strongest force on any atom for the records, taken in order: 4.77 4.28 6.49 7.22 3.83 3.26 8.16 5.65 5.68 6.19.
Calculated values (Ha) of calculated total energy for the records, taken in order: -641.8609 -641.9902 -1039.9669 -449.0184 -449.0767 -449.3025 -449.1277 -449.0530 -449.1039 -696.8676.
Calculated values (kJ/mol) of energy above the lowest of the compared OMol25 structures with the same formula, charge and spin for the records, taken in order: 406.42 67.14 643.81 794.91 641.76 49.05 508.05 704.02 0.00 416.12.